Record 1
{
  "formula": "H2N4O2",
  "method": "wB97M-V/def2-TZVPD",
  "de_lowest_kj_mol": 274.5,
  "homo_energy_ev": -10.8,
  "homo_lumo_gap_ha": 0.384,
  "energy_ev": -10082.35163,
  "symbols": ["N", "N", "N", "N", "O", "O", "H", "H"],
  "xyz": [[1.250, 0.410, -0.203], [2.045, -0.555, 0.176], [-0.007, 0.159, -0.179], [3.432, -0.167, 0.025], [4.200, -0.939, 0.459], [3.659, 0.887, -0.481], [-0.154, -0.892, 0.064], [-0.537, 0.824, -0.661]],
  "atomic_forces_ev_per_a": [[3.6, -0.9, 0.3], [-3.3, 1.2, -0.6], [1.8, -4.3, 1.9], [-1.8, 1.8, -0.2], [1.3, -1.9, 0.8], [0.6, 1.1, -0.8], [-0.9, 2.4, -0.8], [-1.3, 0.6, -0.6]]
}

Record 2
{
  "formula": "C6H14N4O2",
  "method": "wB97M-V/def2-TZVPD",
  "de_lowest_kj_mol": 369.9,
  "homo_energy_ev": [-15.3, -15.3],
  "homo_lumo_gap_ha": [0.305, 0.305],
  "energy_ev": -16483.71216,
  "total_charge": 2,
  "symbols": ["C", "C", "C", "C", "C", "C", "N", "N", "N", "N", "O", "O", "H", "H", "H", "H", "H", "H", "H", "H", "H", "H", "H", "H", "H", "H"],
  "xyz": [[0.312, 1.854, -0.057], [0.145, -0.956, -0.655], [1.490, 0.555, 0.580], [-0.726, 1.288, -0.724], [4.459, 0.247, 1.522], [3.105, 0.056, 2.133], [-0.891, -0.108, -0.970], [1.227, -0.660, 0.153], [-1.761, 2.041, -1.140], [-5.114, -1.156, -2.274], [-1.901, -0.606, -1.499], [2.362, 0.953, 1.340], [0.725, 2.807, 0.068], [0.182, -1.976, -0.898], [5.134, 0.977, 2.138], [4.950, -0.699, 1.604], [4.520, 0.488, 0.441], [2.968, 0.375, 3.163], [2.649, -0.869, 1.838], [1.806, -1.460, 0.396], [-1.751, 2.965, -0.911], [-2.549, 1.513, -1.606], [-4.613, -1.250, -3.156], [-4.383, -1.016, -1.542], [-5.868, -0.399, -2.414], [-5.649, -2.038, -2.100]],
  "atomic_forces_ev_per_a": [[3.6, -6.8, 1.4], [-1.5, 2.4, 0.2], [-5.6, 4.7, -3.7], [-0.6, 1.8, 0.4], [3.0, 0.5, 1.6], [1.0, 0.2, -1.1], [5.1, -2.5, 2.1], [-0.2, 0.1, -0.3], [-1.1, -4.6, -1.7], [-1.4, 0.1, -0.1], [-2.2, 0.3, -1.1], [-0.9, 2.6, 0.9], [0.0, 1.3, 0.2], [-1.0, -1.0, -0.8], [-1.4, -1.1, -1.3], [0.8, -0.7, 0.1], [-0.6, 0.1, 0.8], [0.1, -0.4, 0.0], [0.5, -1.1, 1.3], [-0.1, 0.1, -0.1], [-0.5, 2.9, 0.4], [1.4, 1.4, 0.8], [0.0, -0.1, -0.3], [-0.8, 0.3, -0.3], [1.7, -1.0, 0.7], [0.7, 0.6, 0.0]]
}

Record 3
{
  "formula": "C11H30N2O2PS",
  "method": "wB97M-V/def2-TZVPD",
  "homo_energy_ev": -10.7,
  "homo_lumo_gap_ha": 0.252,
  "energy_ev": -39083.20564,
  "total_charge": 1,
  "symbols": ["C", "C", "C", "P", "S", "H", "H", "H", "H", "H", "H", "H", "H", "C", "C", "C", "O", "C", "N", "H", "H", "H", "H", "H", "H", "H", "H", "H", "H", "H", "C", "C", "C", "O", "C", "N", "H", "H", "H", "H", "H", "H", "H", "H", "H", "H", "H"],
  "xyz": [[-1.733, -2.050, -3.548], [-2.598, -1.907, -4.563], [-4.018, -2.401, -4.410], [-5.127, -0.983, -4.061], [-6.694, -1.422, -2.793], [-2.108, -1.932, -2.539], [-0.682, -2.198, -3.732], [-2.352, -1.402, -5.486], [-4.324, -2.899, -5.324], [-4.137, -3.080, -3.574], [-4.346, 0.008, -3.471], [-5.560, -0.437, -5.274], [-6.993, -2.612, -3.341], [-1.662, 1.375, -0.233], [-2.061, -0.016, 0.252], [-2.165, -0.137, 1.779], [-0.925, -0.216, 2.436], [-0.273, 1.027, 2.669], [-1.129, -1.001, -0.312], [-0.599, 1.564, -0.094], [-1.867, 1.477, -1.300], [-2.220, 2.151, 0.292], [-3.060, -0.228, -0.150], [-2.677, -1.076, 2.009], [-2.777, 0.672, 2.199], [-0.993, 1.824, 2.880], [0.360, 1.302, 1.827], [0.372, 0.902, 3.535], [-1.456, -1.934, -0.072], [-0.252, -0.915, 0.195], [5.963, 0.700, 1.835], [5.002, 1.885, 1.818], [3.801, 1.721, 2.759], [2.793, 0.844, 2.289], [3.038, -0.533, 2.510], [4.591, 2.142, 0.435], [5.575, -0.148, 1.270], [6.911, 0.982, 1.378], [6.167, 0.370, 2.855], [5.557, 2.760, 2.168], [3.313, 2.695, 2.855], [4.123, 1.425, 3.766], [3.571, -0.702, 3.449], [3.600, -0.977, 1.685], [2.070, -1.034, 2.564], [4.045, 2.998, 0.400], [3.934, 1.415, 0.167]],
  "atomic_forces_ev_per_a": [[-0.6, 0.4, -0.8], [0.2, -0.1, 0.6], [-0.2, 1.3, 0.3], [0.0, -0.8, -0.4], [0.0, 0.4, 0.2], [0.2, -1.2, 0.4], [0.3, 1.0, 0.2], [0.4, -0.9, -0.6], [-0.3, 0.0, -0.1], [0.1, -0.1, 0.1], [-0.2, 0.1, 0.2], [0.0, 0.1, 0.1], [0.2, 0.0, -0.2], [-0.1, 0.1, -0.1], [0.2, 0.2, 0.0], [-0.2, -0.1, 0.0], [0.0, 0.1, 0.0], [0.0, -0.1, 0.0], [-0.3, -0.2, 0.0], [0.0, 0.0, 0.0], [0.0, 0.0, 0.0], [0.0, 0.0, 0.0], [0.0, -0.1, 0.1], [0.0, 0.0, 0.0], [0.0, 0.1, -0.1], [-0.1, 0.0, 0.0], [0.0, 0.1, 0.0], [0.0, 0.0, 0.0], [0.0, 0.0, 0.0], [0.1, 0.1, -0.1], [0.1, 0.0, 0.1], [0.0, -0.3, -0.1], [0.0, 0.3, 0.1], [0.2, -0.1, 0.0], [-0.2, 0.0, -0.1], [-0.2, 0.1, 0.1], [-0.1, 0.0, 0.0], [0.0, 0.0, 0.0], [0.0, 0.0, 0.0], [-0.1, 0.0, 0.0], [-0.1, 0.0, 0.0], [0.1, -0.1, 0.0], [0.0, 0.0, 0.0], [0.1, 0.0, 0.1], [0.0, 0.0, 0.0], [0.1, 0.1, 0.0], [0.1, -0.1, -0.1]]
}

Record 4
{
  "formula": "C5H10N3",
  "method": "wB97M-V/def2-TZVPD",
  "de_lowest_kj_mol": 175.9,
  "homo_energy_ev": -15.0,
  "homo_lumo_gap_ha": 0.383,
  "energy_ev": -9809.92495,
  "total_charge": 1,
  "symbols": ["C", "C", "C", "C", "C", "N", "N", "N", "H", "H", "H", "H", "H", "H", "H", "H", "H", "H"],
  "xyz": [[-0.259, -1.358, 0.108], [-1.701, 0.180, 0.091], [0.560, -0.064, 0.089], [1.577, -0.044, 1.204], [1.403, 0.037, -1.220], [-1.477, -1.152, 0.264], [-0.521, 0.874, -0.046], [-2.935, 0.601, -0.110], [0.189, -2.313, 0.103], [2.305, -0.953, 1.410], [0.931, -0.049, 2.164], [2.230, 0.792, 1.156], [2.003, 0.999, -1.237], [0.702, -0.101, -1.927], [2.005, -0.748, -1.403], [-0.187, 1.800, -0.021], [-3.568, -0.087, -0.518], [-3.256, 1.586, -0.105]],
  "atomic_forces_ev_per_a": [[2.7, 1.7, 0.6], [1.1, 2.5, -0.7], [1.9, -2.8, -2.3], [-1.1, -1.8, 4.0], [-0.3, 3.1, 2.5], [-2.5, -0.9, -0.6], [-0.9, -2.0, 1.8], [-0.4, 0.8, -0.1], [0.4, -1.1, 0.1], [-1.8, 1.4, -1.3], [1.4, 0.5, -1.0], [0.3, 1.0, 0.0], [-1.0, -1.1, -0.2], [-2.2, 0.6, -3.3], [2.6, -2.7, 0.2], [-1.0, 1.7, -0.1], [0.0, 0.2, 0.7], [0.7, -1.0, -0.2]]
}

What is the formula in the fourth record?
C5H10N3